## 1
This record from OMol25 describes one molecule with the formula C2H4N2O3. The level of theory is the ωB97M-V functional and the def2-TZVPD basis.

Geometry (Å):
C 0.0982 -0.9115 -0.3246
C 0.2030 2.3147 -0.9723
H 0.1716 -1.3851 2.4761
H -0.7148 -2.6278 0.5753
H 0.0730 2.9628 -1.8197
H 0.5597 2.7615 0.0368
N -0.1512 -1.8431 0.7211
N 0.0082 1.0112 -1.1817
O -0.6355 -1.2191 1.9134
O 0.1274 -1.4082 -1.4412
O 0.2604 0.3447 0.0167

**SMILES**: C=NOC(=O)NO



## 2
This record from OMol25 describes one molecule with the formula C2H4N2O3. The level of theory is the ωB97M-V functional and the def2-TZVPD basis.

Geometry (Å):
C -0.1537 -0.1649 1.0108
C 0.2716 0.6506 -1.5668
H 1.5593 -1.1285 0.6226
H 0.2698 1.8847 -1.3372
H 0.4563 0.2167 -2.6841
H -1.9477 0.3017 0.3572
N 0.7857 -0.7609 0.1582
N -1.0155 0.5098 0.2644
O -0.3643 -0.4613 2.1527
O 1.3568 0.2256 -0.5881
O -0.9221 -0.0681 -1.1372

**SMILES**: O=C1NOCON1



## 3
This record from OMol25 describes one molecule with the formula C2H4N2O3. The level of theory is the ωB97M-V functional and the def2-TZVPD basis.

Geometry (Å):
C -0.0627 -0.3111 -0.8401
C -1.0311 -0.4894 0.2852
H 1.9908 -1.4819 1.0182
H 1.9788 -0.4034 -1.2599
H -1.7980 -1.2805 0.1864
H -0.8759 2.1972 1.5165
N 1.2408 -0.6712 -0.5393
N -1.3439 0.4568 1.0771
O 1.6322 -0.5684 0.7843
O -0.4023 0.0059 -1.9603
O -0.4813 1.4715 0.9390

**SMILES**: O=C(/C=N\O)NO



The structure with the greatest stability is 3.



## 1
This record from OMol25 describes one molecule with the formula C13H12N2. The level of theory is the ωB97M-V functional and the def2-TZVPD basis.

Geometry (Å):
N 2.1845 -0.5655 -0.3238
C 0.9665 -0.1163 -0.0228
C -1.6533 1.1819 -3.2236
C -0.3272 -0.6193 4.0091
C -1.8379 -0.1522 -2.7466
C -0.6995 1.9986 -2.6306
C 1.0213 -0.7455 3.6645
C -1.2866 -0.1678 2.9834
C -0.9099 -0.7107 -1.7676
C 0.1645 1.4988 -1.6348
C 1.4081 -0.6746 2.3430
C -0.8976 -0.1223 1.6958
C 0.0337 0.1872 -1.1915
C 0.4405 -0.3627 1.3817
N 2.5887 -0.6586 -1.6124
H -2.4652 1.7063 -3.7600
H -0.7321 -0.9059 4.9265
H -2.7213 -0.6715 -2.9877
H -0.4889 3.0036 -2.9621
H 1.7877 -1.0093 4.4323
H -2.2409 -0.0772 3.4526
H -1.2360 -1.7450 -1.4135
H 0.9401 2.1503 -1.2270
H 2.5497 -0.8153 2.0710
H -1.6898 0.0525 0.8662
H 2.1711 -0.0801 -2.3547
H 2.9299 -1.5792 -1.9674

**SMILES**: NN=C(c1ccccc1)c1ccccc1



## 2
This record from OMol25 describes one molecule with the formula C13H12N2. The level of theory is the ωB97M-V functional and the def2-TZVPD basis.

Geometry (Å):
C 1.9917 -4.1295 0.4773
C -1.8879 4.1303 -0.4670
C 2.8608 -3.1426 0.7997
C 0.7121 -3.8314 0.0167
C -2.5624 3.2241 0.2742
C -0.7041 3.7508 -1.0851
C 2.5090 -1.7977 0.7353
C 0.2767 -2.5191 0.0575
C -2.0278 1.9732 0.3706
C -0.1435 2.4911 -0.9523
C 1.2205 -1.5334 0.3927
C -0.8175 1.6030 -0.1773
C 0.7025 -0.1712 0.1727
N -1.5147 -0.6930 -0.5516
N -0.5495 0.0643 -0.1477
H 2.3032 -5.2210 0.6803
H -2.2776 5.1155 -0.8079
H 3.7621 -3.4164 1.1762
H 0.0778 -4.7239 -0.1574
H -3.4582 3.4650 0.8573
H -0.0709 4.5398 -1.4880
H 3.0300 -0.8577 0.9975
H -0.6807 -2.2125 -0.2097
H -2.5652 1.1426 0.8842
H 0.8194 2.2074 -1.3797
H 1.1394 0.6726 0.6092
H -2.1454 -0.1306 -1.0777



The structure with the greatest stability is 1.